(a)
14
Properties=species:S:1:pos:R:3 method="wB97M-V/def2-TZVPD" smiles="CN(C)C=[NH2+]" total_charge=+1 homo_lumo_gap_ev=11.31 e_homo_ev=-15.0552
N -1.06 1.52 1.16
N 0.11 -0.09 -0.19
C 0.36 -0.58 -1.50
C -0.64 0.93 0.00
C 0.79 -0.94 0.75
H 0.21 0.24 -2.10
H 0.50 -1.93 0.61
H -0.33 -1.42 -1.83
H 0.53 -0.65 1.78
H -1.45 2.53 1.16
H 1.85 -0.83 0.54
H -1.13 1.10 2.14
H 1.31 -1.06 -1.58
H -1.06 1.19 -0.94


(b)
14
Properties=species:S:1:pos:R:3 method="wB97M-V/def2-TZVPD" total_charge=+1 homo_lumo_gap_ev=9.16 e_homo_ev=-12.8726
N -1.08 0.50 1.31
N 1.72 -0.87 -0.52
C -1.05 0.12 -1.21
C 0.98 -0.02 0.28
C -0.28 0.37 0.05
H 1.27 -1.55 -1.10
H 2.66 -1.04 -0.22
H -1.62 1.02 -1.44
H -0.44 -0.21 -2.05
H -1.76 -0.70 -1.06
H -1.93 1.07 1.20
H -1.38 -0.41 1.68
H -0.52 0.93 2.04
H 1.58 0.18 1.17


Stability ranking, top and bottom: (a) is the most stable and (b) is the least stable.


(a)
13
Properties=species:S:1:pos:R:3 method="wB97M-V/def2-TZVPD" homo_lumo_gap_ev="8.08 / 6.83" e_homo_ev="-7.1611 / -6.0520"
O -1.14 1.71 -0.46
N 1.12 1.08 -0.20
N 1.81 -0.02 0.32
N -1.38 -1.33 -0.03
C -0.28 -0.59 -0.29
C -0.21 0.86 0.20
H 0.28 -0.98 -1.13
H 1.77 -0.41 1.27
H -0.49 0.93 1.28
H -0.70 1.96 -1.28
H -1.58 -2.17 -0.53
H 2.81 0.00 0.14
H -2.02 -1.03 0.70


(b)
13
Properties=species:S:1:pos:R:3 method="wB97M-V/def2-TZVPD" smiles="CN(N)/C=N/O" homo_lumo_gap_ev=9.23 e_homo_ev=-8.3267
O -2.93 -0.38 0.05
N 0.55 -0.21 -0.30
N -1.66 0.27 0.17
N 1.30 -1.26 0.16
C -0.75 -0.57 -0.33
C 0.91 1.15 -0.03
H 2.06 1.24 -0.11
H -3.51 0.36 0.01
H 0.74 1.26 1.04
H 0.44 1.97 -0.73
H 2.16 -1.23 -0.32
H 1.68 -1.02 1.06
H -1.01 -1.57 -0.66


Stability ranking, top and bottom: (b) is the most stable and (a) is the least stable.


(a)
13
Properties=species:S:1:pos:R:3 method="wB97M-V/def2-TZVPD" smiles="C/N=N/O.C=N" homo_lumo_gap_ev=8.46 e_homo_ev=-8.2236
O 0.63 -2.02 1.28
N 0.49 0.08 0.55
N 1.30 -0.92 0.73
N -0.89 -0.87 -0.82
C -1.94 -0.14 -0.95
C 1.22 1.31 0.26
H 1.94 1.18 -0.55
H -0.27 -1.69 1.42
H -2.94 -0.56 -1.08
H 0.13 -1.03 -1.11
H 0.51 2.08 -0.06
H -1.89 0.94 -0.82
H 1.73 1.64 1.16


(b)
13
Properties=species:S:1:pos:R:3 method="wB97M-V/def2-TZVPD" smiles="[H]/N=C/[C@H](N)NO" homo_lumo_gap_ev=10.64 e_homo_ev=-9.6701
O -2.49 -0.22 -0.21
N -0.24 0.98 0.86
N -1.22 -0.82 -0.39
N 2.02 -0.27 0.29
C -0.20 0.22 -0.37
C 1.15 -0.42 -0.62
H 2.95 -0.63 0.07
H -1.07 -1.45 0.41
H 1.20 -1.07 -1.50
H -2.39 0.45 0.49
H 0.49 0.48 1.50
H -0.36 0.86 -1.26
H 0.17 1.89 0.73


(c)
13
Properties=species:S:1:pos:R:3 method="wB97M-V/def2-TZVPD" homo_lumo_gap_ev=9.83 e_homo_ev=-8.9635
O -1.20 1.43 -0.11
N 1.03 0.12 -0.43
N 0.30 -1.19 -0.21
N -1.79 0.01 0.11
C 2.23 0.33 0.42
C -0.96 -1.05 0.12
H 3.00 0.77 -0.27
H 1.59 -0.14 -1.31
H -1.50 -1.86 0.39
H 2.92 -0.53 0.71
H 2.03 1.03 1.30
H -2.58 0.02 0.93
H -0.31 0.96 -0.48


(d)
13
Properties=species:S:1:pos:R:3 method="wB97M-V/def2-TZVPD" smiles="C/C(O)=N/NN" homo_lumo_gap_ev=9.14 e_homo_ev=-8.4810
O 0.78 1.52 -0.55
N -0.11 -0.40 0.45
N -0.41 -0.70 2.68
N 0.37 -0.07 1.67
C -0.07 -0.34 -2.11
C 0.17 0.29 -0.58
H 0.39 0.95 1.78
H 0.31 2.16 -1.11
H -0.71 -1.10 -2.26
H -0.20 0.56 -2.88
H 1.00 -0.67 -2.41
H -1.35 -0.60 2.32
H -0.18 -1.59 3.00


Stability ranking, top and bottom: (b) is the most stable and (a) is the least stable.


(a)
13
Properties=species:S:1:pos:R:3 method="wB97M-V/def2-TZVPD" homo_lumo_gap_ev=8.82 e_homo_ev=-8.5369
O 0.55 -0.54 -1.95
N 0.58 0.87 -1.11
N -0.81 -0.62 0.65
N -0.69 0.84 0.76
C 0.10 1.30 -0.10
C 0.04 -1.34 1.61
H -0.09 -2.53 1.90
H -0.01 -0.95 -1.25
H -1.75 -0.79 1.17
H 0.24 -0.94 2.62
H 1.30 1.46 -1.33
H 0.36 2.21 0.20
H 1.08 -1.52 1.19


(b)
13
Properties=species:S:1:pos:R:3 method="wB97M-V/def2-TZVPD" smiles="[H]/N=C(/N)CNO" homo_lumo_gap_ev=10.04 e_homo_ev=-9.1105
O -1.41 -0.96 0.80
N 1.48 -0.95 0.02
N 1.28 1.16 0.87
N -1.59 0.31 -0.02
C 0.82 0.23 0.14
C -0.43 0.42 -0.85
H -0.37 -0.35 -1.63
H -0.39 1.43 -1.27
H 2.36 -1.02 0.51
H -2.42 0.08 -0.57
H 1.10 -1.71 -0.52
H 0.75 2.03 0.84
H -1.16 -0.67 1.69


Stability ranking, top and bottom: (b) is the most stable and (a) is the least stable.